Entry 1:
C18H28N6O2 | the ωB97M-V functional and the def2-TZVPD basis

```
54
Properties=species:S:1:pos:R:3:forces:R:3
C -6.29691 -0.51636 0.16720 -0.070 0.051 -0.059
H -6.78376 0.17418 0.86730 -0.008 -0.016 -0.027
O -5.15222 -1.09301 0.73370 0.220 -0.241 0.141
C -4.16593 -0.13113 1.05964 0.223 0.178 0.105
C -2.97354 -0.82230 1.71654 -0.292 -0.113 -0.360
H -3.26643 -1.19477 2.69872 0.010 0.021 0.091
H -2.18318 -0.08162 1.84576 0.048 0.025 0.045
C -2.45702 -2.01060 0.90070 -0.006 0.008 0.436
N -2.00644 -1.63942 -0.42062 -0.468 -0.030 0.020
C -0.70802 -1.51976 -0.74794 0.019 -0.112 -0.548
O 0.19900 -1.77147 0.02427 0.248 -0.078 0.272
C -0.44968 -1.07810 -2.18563 0.159 -0.059 0.007
H -0.76557 -1.87318 -2.86371 0.023 -0.012 -0.007
H 0.62759 -0.94419 -2.28304 -0.121 -0.096 0.046
C -1.16813 0.23433 -2.54045 0.191 -0.002 0.051
C -1.17144 1.15027 -1.37236 0.080 0.032 -0.276
N -2.22739 1.70542 -0.82036 -0.185 -0.281 -0.749
N -1.85922 2.37758 0.26827 0.139 0.576 0.922
C -0.55667 2.23124 0.40199 -0.049 -0.327 -0.511
C 0.37946 2.66022 1.36556 0.443 -0.161 0.009
C 1.66348 2.24898 1.22444 -0.325 0.205 0.333
C 2.05023 1.42684 0.10599 -0.815 0.123 -0.470
N 1.18279 1.07095 -0.81737 1.040 -0.403 -0.186
N -0.07458 1.45709 -0.63641 -0.925 0.772 0.835
N 3.34605 1.06553 -0.09534 0.326 0.196 -0.201
C 3.63757 0.20508 -1.22824 -0.122 -0.242 -0.368
H 2.98149 0.48718 -2.05065 0.188 -0.019 -0.004
C 3.44509 -1.26363 -0.85287 0.260 0.199 0.044
H 3.67884 -1.89566 -1.71097 -0.016 -0.066 -0.067
C 4.34013 -1.63060 0.33269 -0.294 -0.157 0.102
C 4.08457 -3.06856 0.77149 0.163 0.245 -0.088
H 4.31892 -3.75976 -0.03466 0.004 -0.134 -0.066
H 3.03761 -3.19407 1.03688 -0.146 -0.048 0.045
H 4.69684 -3.32380 1.63379 0.053 -0.091 0.105
C 4.06951 -0.65556 1.48094 0.306 0.127 -0.221
C 4.24171 0.79151 1.00918 -0.037 -0.168 0.471
H 4.06953 1.48319 1.83238 0.074 0.025 -0.075
H 5.26387 0.94616 0.64785 -0.058 0.048 0.073
H 4.74726 -0.85168 2.31383 -0.006 -0.036 0.079
H 3.04407 -0.79546 1.83044 -0.077 -0.018 0.086
H 5.39092 -1.53021 0.03130 0.008 0.039 0.008
H 2.40195 -1.42779 -0.57533 -0.056 -0.045 -0.052
H 4.67698 0.39021 -1.51857 -0.043 0.019 -0.008
H 2.40616 2.56173 1.93862 0.043 0.032 0.043
H 0.05056 3.28588 2.17879 0.018 0.069 0.095
H -0.65644 0.70622 -3.38329 -0.084 -0.064 -0.044
H -2.20638 0.06599 -2.83024 0.028 0.094 0.014
H -2.71738 -1.34112 -1.06784 0.114 0.006 -0.105
H -1.60298 -2.46269 1.41003 -0.165 -0.024 -0.079
H -3.25902 -2.74564 0.80112 0.131 -0.006 0.037
H -4.58185 0.61335 1.75463 0.016 -0.021 -0.081
H -3.84871 0.40926 0.15580 -0.109 -0.084 0.158
H -6.05277 0.03642 -0.74921 -0.038 -0.012 0.017
H -6.97716 -1.33298 -0.06848 -0.062 0.075 -0.035
```
Forces are in eV/Å.

SMILES: COCCCNC(=O)CCc1nnc2ccc(N3CCC(C)CC3)nn12
HOMO level: -8.34 eV
Kohn-Sham gap: 8.686 eV



Entry 2:
C4H5O5S | the ωB97M-V functional and the def2-TZVPD basis

```
15
Properties=species:S:1:pos:R:3:forces:R:3
C 0.45230 1.65313 -0.37036 -0.010 -4.254 -0.462
C 0.31380 -0.04091 -0.62894 3.532 4.136 3.853
C -0.49995 0.08655 0.58467 -2.316 -0.480 0.921
C -2.02303 -0.24949 0.40795 1.903 2.585 -1.417
O 1.92324 -0.77518 1.23538 0.705 0.247 -1.280
O 0.90689 2.58978 -0.89716 0.529 1.500 -0.568
O 1.52116 -2.27866 -0.60645 -0.120 -1.138 -0.480
O 2.87312 -0.29622 -1.02022 0.600 0.323 -0.108
O -0.26699 1.55042 0.74069 -0.931 -0.224 1.075
S 1.84678 -0.92597 -0.23591 -0.696 0.040 1.135
H -0.16841 -0.12939 -1.47898 -1.984 -1.312 -4.381
H -0.05428 -0.46303 1.39388 0.029 0.248 0.515
H -2.52868 -0.06955 1.38394 -0.103 -0.534 -1.073
H -2.05725 -1.22195 -0.11554 -0.455 0.273 0.844
H -2.23870 0.57048 -0.39295 -0.682 -1.410 1.428
```
Forces are in eV/Å.

SMILES: C[C@@H]1OC(=O)[C@H]1S(=O)(=O)[O-]
HOMO level: -5.36 eV
Kohn-Sham gap: 8.907 eV
Net charge: -1



Entry 3:
C40H38IrN5O4PS2Si | the ωB97M-V functional and the def2-TZVPD basis

```
92
Properties=species:S:1:pos:R:3:forces:R:3
Ir 0.18130 -0.48080 0.28370 -1.204 1.448 -1.949
C 0.05040 3.48220 -0.03810 0.157 0.029 -0.069
C -0.20580 2.75960 1.22910 0.105 0.344 -0.565
N -0.21040 1.45180 1.39810 0.147 -2.144 -0.499
C -0.56310 1.19610 2.69160 -0.268 0.343 0.663
C -0.75040 2.39800 3.33970 0.099 -0.701 -0.146
N -0.51940 3.36210 2.39140 0.004 -0.446 0.078
C -1.09490 2.80060 4.72880 -0.056 0.067 -0.085
O -1.31780 1.84110 5.58900 -0.032 -0.300 0.100
O -1.15010 3.98110 4.99540 0.022 -0.078 -0.048
C -0.84900 -0.21200 3.13050 0.247 0.764 0.559
O -1.13780 -0.41140 4.31530 -0.110 0.009 0.013
O -0.81910 -1.09180 2.22700 1.196 -0.761 -1.244
H 1.09800 3.77220 -0.11750 0.060 0.032 0.025
H -0.19350 2.82500 -0.87050 -0.024 0.017 -0.005
H -0.56460 4.37960 -0.09400 -0.015 0.029 -0.007
H -0.61050 4.34960 2.58740 0.034 -0.039 -0.077
H -1.25330 0.90670 5.18100 0.038 0.351 -0.115
N 2.01760 -0.89130 0.88440 -0.598 1.436 1.906
C 2.52400 -1.79790 1.60280 -0.230 -1.014 -1.018
C 2.39440 -3.23830 1.21440 -0.558 -0.191 0.329
C 3.51230 -3.95130 0.79480 -0.064 0.039 -0.010
C 3.38010 -5.27210 0.40430 0.066 -0.015 -0.042
C 2.14050 -5.88950 0.44750 -0.015 -0.114 0.024
C 1.03220 -5.18480 0.88540 -0.056 -0.065 0.035
C 1.15310 -3.85810 1.26330 0.076 -0.130 -0.010
C 3.33240 -1.54860 2.80540 0.937 0.476 0.070
C 3.59440 -2.57980 3.70930 -0.152 0.108 -0.221
C 4.37860 -2.34610 4.82180 0.033 0.054 0.190
C 4.91330 -1.08780 5.04730 -0.001 -0.078 0.011
C 4.64350 -0.05420 4.16260 -0.001 0.098 0.037
C 3.85440 -0.27770 3.05180 -0.078 -0.141 -0.008
H 4.47900 -3.46930 0.76600 0.107 0.062 0.049
H 4.24550 -5.82210 0.06480 0.092 -0.052 -0.013
H 2.03740 -6.92070 0.14410 -0.002 -0.112 -0.011
H 0.06750 -5.66820 0.92440 -0.118 -0.074 0.022
H 0.29590 -3.29830 1.61090 -0.117 0.055 0.070
H 3.16670 -3.55840 3.55020 0.031 -0.071 -0.031
H 4.56700 -3.15070 5.51720 0.029 -0.043 0.064
H 5.53580 -0.91340 5.91210 0.041 0.029 0.079
H 5.04880 0.93000 4.34540 0.046 0.080 0.006
H 3.63450 0.51650 2.35390 -0.022 0.054 -0.074
N -1.32250 -6.34370 -2.45080 -0.207 -0.276 -0.009
C -0.62540 -5.44700 -2.29840 -0.322 -0.273 0.017
C 0.25430 -4.35150 -2.13340 0.769 0.806 -0.278
C 1.56900 -4.43080 -2.60600 -0.391 0.357 0.263
C 2.38510 -3.32610 -2.43370 -0.229 -0.065 -0.229
C 1.87060 -2.19900 -1.82540 0.045 0.247 0.065
N 0.61410 -2.11860 -1.37190 0.002 0.379 1.447
C -0.17550 -3.17490 -1.52140 -0.320 -0.160 -0.069
H 1.92010 -5.32520 -3.09630 0.040 -0.101 0.026
H 3.40640 -3.33140 -2.77690 0.102 0.025 -0.011
H 2.47750 -1.31840 -1.67960 0.074 0.024 0.101
H -1.18670 -3.08660 -1.14680 0.010 0.019 0.063
S -3.15140 5.01830 -4.37380 0.240 -0.241 0.086
P -3.13500 4.13060 -2.60890 -0.667 0.692 -0.159
S -1.37200 0.46610 -1.33790 0.449 -0.083 0.247
C -3.23440 5.47270 -1.36590 0.124 -0.404 -0.080
C -4.30000 5.62880 -0.49070 0.050 -0.044 -0.051
C -4.32840 6.72460 0.35510 -0.071 0.071 0.117
C -3.29880 7.65100 0.33900 -0.059 0.048 0.048
C -2.22750 7.48510 -0.52600 0.050 0.014 0.023
C -2.19380 6.39530 -1.37350 0.030 -0.054 0.008
C -4.63650 3.12710 -2.36070 0.413 -0.009 -0.078
C -4.81790 2.46710 -1.14900 0.027 0.009 -0.093
C -5.94470 1.69040 -0.95400 -0.078 -0.099 0.095
C -6.87190 1.54130 -1.97540 -0.021 -0.033 0.007
C -6.67180 2.17110 -3.19320 -0.070 -0.065 -0.022
C -5.55560 2.96290 -3.38900 0.024 0.101 0.014
H -5.11130 4.91520 -0.48480 -0.040 0.029 0.015
H -5.16950 6.85630 1.02080 -0.025 0.035 0.063
H -3.33610 8.50910 0.99240 0.004 0.073 0.087
H -1.42370 8.20580 -0.54540 0.058 0.078 0.013
H -1.37710 6.26130 -2.07040 0.069 0.053 -0.038
H -4.07720 2.56300 -0.36820 0.064 -0.028 0.116
H -6.09700 1.19210 -0.00720 0.007 -0.045 0.041
H -7.74700 0.92560 -1.82640 -0.054 -0.039 0.037
H -7.38430 2.04870 -3.99610 -0.071 -0.018 -0.028
H -5.39410 3.46620 -4.33090 0.009 0.018 -0.061
C -1.50450 -1.54910 -4.04030 0.271 0.446 0.156
Si -0.94130 0.16840 -3.42690 -0.142 -0.027 -0.131
C 0.92120 0.46140 -3.74850 -0.522 -0.162 0.059
C -1.99330 1.46440 -4.33590 0.467 -0.409 0.367
H -2.04860 -1.44820 -4.97410 -0.080 0.058 -0.212
H -2.16980 -2.03220 -3.33200 -0.127 0.002 0.162
H -0.66750 -2.21590 -4.22330 0.207 -0.141 -0.025
H 1.07040 1.22690 -4.50420 -0.029 0.146 -0.149
H 1.40580 -0.44360 -4.10300 0.075 -0.194 -0.096
H 1.43490 0.78200 -2.84550 -0.029 0.070 0.139
H -2.04350 1.24340 -5.39810 0.038 -0.109 -0.227
H -1.58630 2.46660 -4.22990 0.099 0.007 0.024
H -3.01170 1.47760 -3.95330 -0.110 -0.082 0.053
```
Forces are in eV/Å.

HOMO level (alpha / beta): -7.54 / -7.55 eV
Kohn-Sham gap (alpha / beta): 5.862 / 5.635 eV
2S+1: 2



Entry 4:
CH4ClN2O | the ωB97M-V functional and the def2-TZVPD basis

```
9
Properties=species:S:1:pos:R:3:forces:R:3
C -1.45473 -0.03788 0.30414 -1.108 1.449 1.988
N 1.69153 -0.72757 -0.99540 0.006 0.847 0.196
N -0.07906 0.29671 0.21014 4.613 0.242 -1.119
O 0.66189 0.88478 0.91942 -3.761 -0.972 -0.770
Cl 2.75617 -0.03360 0.02638 0.128 -0.512 -0.640
H -2.00858 -0.68251 -0.39873 1.244 0.587 -0.420
H -1.91376 0.96444 0.51240 -0.264 -0.908 -0.143
H -1.38225 -0.55990 1.25437 -0.682 -0.267 0.621
H 1.72880 -0.10447 -1.83274 -0.176 -0.467 0.286
```
Forces are in eV/Å.

HOMO level (alpha / beta): -15.63 / -15.24 eV
Kohn-Sham gap (alpha / beta): 8.502 / 7.733 eV
Net charge: +1



| no. | maximum force (eV Å⁻¹) |
| --- | --- |
| 1 | 1.47 |
| 2 | 6.66 |
| 3 | 2.71 |
| 4 | 4.75 |